# 1
{
  "formula": "C25H18AuBrN3O2",
  "method": "the ωB97M-V functional and the def2-TZVPD basis",
  "s2": 2.0552,
  "multiplicity": 3,
  "homo_ha": [-0.4165, -0.4162],
  "total_charge": 1,
  "gap_ev": [6.71, 4.52],
  "symbols": ["Au", "O", "C", "C", "C", "C", "C", "C", "C", "O", "N", "N", "C", "C", "Br", "C", "C", "C", "C", "C", "C", "C", "H", "H", "H", "H", "H", "H", "H", "H", "H", "H", "H", "H", "H", "H", "N", "C", "C", "C", "C", "C", "C", "C", "C", "C", "H", "H", "H", "H"],
  "coordinates": [[0.1113, -2.4181, -2.8322], [-2.8523, -3.0736, 2.0492], [-3.7225, -2.8225, 1.0141], [-5.0280, -2.5383, 1.3787], [-5.9887, -2.3191, 0.4101], [-5.6542, -2.3745, -0.9367], [-4.3492, -2.6405, -1.2999], [-3.3638, -2.8502, -0.3341], [-1.9396, -3.1328, -0.7746], [-1.7647, -2.8555, -2.1201], [-1.0310, -2.2665, 0.0552], [0.2206, -2.4997, -0.0922], [1.1071, -1.6135, 0.3327], [2.4483, -1.7494, -0.0517], [2.8576, -3.0215, -1.3965], [3.4521, -0.9108, 0.3782], [3.3575, -0.0300, 1.5134], [3.9955, 1.2211, 1.4659], [3.9167, 2.0761, 2.5441], [3.2539, 1.6779, 3.7031], [2.6555, 0.4255, 3.7820], [2.6937, -0.4237, 2.6921], [-2.0034, -3.3939, 1.7312], [-5.2710, -2.5294, 2.4337], [-7.0097, -2.1182, 0.7070], [-6.4042, -2.2060, -1.6969], [-4.0646, -2.6739, -2.3422], [-1.6471, -4.1575, -0.5232], [-1.3438, -1.3017, 0.2096], [0.8225, -0.7250, 0.8925], [4.3872, -0.9180, -0.1728], [4.5183, 1.5223, 0.5661], [4.3840, 3.0502, 2.4935], [3.2202, 2.3418, 4.5577], [2.1776, 0.1050, 4.6977], [2.2695, -1.4174, 2.7606], [1.2162, 7.4014, -1.5088], [1.1032, 6.2650, -1.6355], [0.9635, 4.8388, -1.7970], [1.9744, 4.1120, -2.4227], [1.8362, 2.7468, -2.5880], [0.6843, 2.0950, -2.1381], [-0.3130, 2.8266, -1.4970], [-0.1759, 4.1928, -1.3290], [0.5327, 0.6842, -2.3775], [0.4536, -0.4899, -2.6620], [2.8569, 4.6236, -2.7821], [2.6121, 2.1713, -3.0751], [-1.2026, 2.3264, -1.1381], [-0.9532, 4.7675, -0.8443]]
}

=====

# 2
{
  "formula": "C25H18F2N2O",
  "method": "the ωB97M-V functional and the def2-TZVPD basis",
  "homo_ha": -0.3082,
  "gap_ev": 8.44,
  "e_above_lowest_kj_mol": 0.00,
  "symbols": ["O", "F", "F", "C", "C", "C", "C", "C", "C", "C", "C", "C", "C", "C", "C", "C", "C", "C", "C", "C", "C", "C", "C", "C", "C", "C", "N", "N", "C", "C", "H", "H", "H", "H", "H", "H", "H", "H", "H", "H", "H", "H", "H", "H", "H", "H", "H", "H"],
  "coordinates": [[2.1671, 2.1532, 0.4065], [-2.8204, -1.5093, 7.5177], [-5.0154, -3.3965, 3.7602], [1.1664, 1.5635, -0.0135], [-0.1240, -2.5554, -3.4598], [-0.9191, -1.4399, -2.8836], [1.2188, -2.2295, -3.3494], [0.0157, -0.4571, -2.5293], [2.6540, 3.8884, -3.6291], [3.4616, 2.9728, -4.3288], [-3.9960, -2.4049, 5.7130], [-0.0840, -0.5023, 0.8195], [0.1081, 1.4118, 2.2154], [-0.8899, -1.1660, 1.7402], [-0.6592, 0.7798, 3.2063], [-2.0789, -1.0240, 5.3221], [-3.2445, -1.9177, 3.3985], [1.7959, 3.4155, -2.6383], [3.4569, 1.5983, -3.9859], [-2.9481, -1.6392, 6.1988], [-4.1187, -2.5353, 4.2921], [0.3909, 0.7983, 1.0128], [-1.2164, -0.5294, 2.9799], [-2.1756, -1.1592, 3.9279], [1.7729, 2.0395, -2.3132], [2.6062, 1.1353, -2.9752], [0.8550, 1.5821, -1.3776], [1.3126, -0.9470, -2.8006], [-0.3513, 0.8935, -1.9430], [2.6130, -0.3036, -2.5179], [-0.4921, -3.4922, -3.8548], [-2.0066, -1.3530, -2.7904], [2.0782, -2.8536, -3.6921], [2.7446, 4.9485, -3.8134], [4.0365, 3.2929, -5.1710], [-4.6544, -2.9152, 6.3935], [0.1718, -1.0567, -0.0743], [0.5234, 2.3900, 2.3883], [-1.2262, -2.1690, 1.5616], [-0.8563, 1.2310, 4.1542], [-1.2763, -0.4814, 5.8178], [-3.3778, -2.1146, 2.3373], [1.1691, 4.0868, -2.0696], [4.0036, 0.8455, -4.5121], [-0.7171, 1.5222, -2.7424], [-1.2017, 0.7871, -1.2476], [2.7475, -0.2988, -1.4269], [3.3799, -0.8850, -3.0239]]
}

=====

# 3
{
  "formula": "C25H18F3NO6S",
  "method": "the ωB97M-V functional and the def2-TZVPD basis",
  "homo_ha": -0.3340,
  "gap_ev": 8.58,
  "symbols": ["C", "C", "C", "C", "C", "C", "C", "H", "H", "S", "O", "O", "N", "H", "C", "C", "C", "C", "C", "C", "C", "H", "H", "H", "H", "H", "C", "O", "O", "C", "C", "C", "C", "C", "C", "H", "H", "C", "C", "C", "O", "O", "H", "C", "F", "F", "F", "H", "H", "H", "H", "H", "H", "H"],
  "coordinates": [[6.2631, 0.1168, -1.3212], [4.9464, -0.5574, -1.5461], [3.8168, -0.1401, -0.8452], [2.5902, -0.7408, -1.0597], [2.4945, -1.7660, -1.9807], [3.5984, -2.1992, -2.6874], [4.8229, -1.5916, -2.4681], [5.6909, -1.9228, -3.0185], [3.4782, -2.9992, -3.4004], [0.9197, -2.5545, -2.2412], [-0.1230, -1.5721, -2.3380], [1.0408, -3.5295, -3.2861], [0.7006, -3.3280, -0.7574], [1.1721, -4.2217, -0.7539], [-0.6811, -3.4434, -0.3357], [-0.7954, -3.9986, 1.0667], [-1.8842, -4.7852, 1.4163], [-2.0059, -5.2659, 2.7087], [-1.0432, -4.9640, 3.6569], [0.0413, -4.1750, 3.3109], [0.1642, -3.6886, 2.0216], [1.0011, -3.0679, 1.7407], [0.7921, -3.9344, 4.0489], [-1.1391, -5.3407, 4.6641], [-2.8548, -5.8776, 2.9747], [-2.6372, -5.0156, 0.6776], [-1.3152, -2.0573, -0.2943], [-2.4455, -1.8220, -0.6015], [-0.4899, -1.1852, 0.3259], [-0.8045, 0.1516, 0.3645], [-0.4855, 0.8363, 1.5256], [-0.7304, 2.2023, 1.6022], [-1.2996, 2.8884, 0.5113], [-1.5980, 2.1690, -0.6545], [-1.3526, 0.8192, -0.7334], [-1.5569, 0.2651, -1.6350], [-2.0228, 2.6738, -1.5065], [-1.5228, 4.2979, 0.6963], [-1.1968, 4.9030, 1.8565], [-0.6008, 4.1581, 2.9622], [-0.2771, 4.6329, 4.0166], [-0.4009, 2.8224, 2.7548], [-1.3531, 5.9562, 2.0278], [-2.1264, 5.1023, -0.4312], [-2.2772, 6.3934, -0.1188], [-1.3650, 5.0670, -1.5380], [-3.3395, 4.6524, -0.7860], [-0.0558, 0.3219, 2.3695], [-1.2826, -4.0453, -1.0329], [1.7085, -0.4273, -0.5266], [3.9035, 0.6626, -0.1280], [6.2866, 1.0667, -1.8551], [6.4143, 0.3265, -0.2648], [7.0839, -0.4964, -1.6831]]
}

=====

Energy readings, ordered: -108503.5030, -36679.5012, -58980.6586 eV